[1]
ORCA calculation (ωB97M-V/def2-TZVPD) on an isolated molecule of C18H30F2NO2PSi.

Results
* SMILES: C[Si](C)(CCCCCCCC[PH3]N(C(=O)F)C(=O)F)c1ccccc1
* E_HOMO: -0.3452 hartree
* maximum force: 0.0394 hartree/bohr
* calculated total energy: -47338.69953 eV
* gap between HOMO and LUMO: 9.82 eV
* 2S+1: 1
* total charge: 0

Atoms and positions in Å:
C1 3.572 0.082 2.865
Si1 2.721 0.413 1.212
C2 0.960 -0.276 1.345
C3 2.592 2.254 0.874
C4 1.795 2.606 -0.416
C5 0.655 3.596 -0.168
C6 -0.560 3.434 -1.080
C7 -1.303 2.100 -0.930
C8 -2.449 2.196 0.070
C9 -3.324 0.923 0.253
C10 -2.764 -0.367 -0.337
P1 -3.745 -1.902 0.169
N1 -4.652 -3.484 0.751
C11 -6.033 -3.406 0.527
O1 -6.797 -2.970 1.310
F1 -6.438 -3.778 -0.682
C12 -4.031 -4.589 0.147
O2 -3.377 -5.388 0.697
F2 -4.127 -4.623 -1.185
C13 3.511 -0.520 -0.219
C14 3.336 -1.908 -0.269
C15 3.862 -2.674 -1.307
C16 4.582 -2.046 -2.320
C17 4.769 -0.670 -2.278
C18 4.242 0.094 -1.241
H1 4.535 -0.410 2.780
H2 3.727 1.041 3.358
H3 2.908 -0.489 3.504
H4 1.007 -1.289 1.734
H5 0.592 -0.376 0.327
H6 0.303 0.345 1.944
H7 3.584 2.692 0.800
H8 2.087 2.691 1.732
H9 2.498 3.072 -1.101
H10 1.453 1.706 -0.922
H11 0.324 3.582 0.870
H12 1.052 4.594 -0.343
H13 -0.217 3.510 -2.112
H14 -1.248 4.263 -0.923
H15 -0.592 1.370 -0.560
H16 -1.663 1.773 -1.900
H17 -1.995 2.418 1.036
H18 -3.085 3.045 -0.161
H19 -3.422 0.766 1.326
H20 -4.314 1.119 -0.154
H21 -2.676 -0.295 -1.418
H22 -1.759 -0.509 0.054
H23 -4.313 -2.042 -1.111
H24 -4.353 -1.241 1.247
H25 -2.566 -2.616 0.446
H26 2.771 -2.414 0.503
H27 3.690 -3.738 -1.316
H28 4.969 -2.647 -3.128
H29 5.319 -0.182 -3.070
H30 4.385 1.164 -1.231

Atomic forces in eV per Å
C -0.129 0.460 -0.320
Si -0.377 -0.193 0.248
C 0.691 -0.022 -0.454
C -0.059 -0.275 -0.629
C 0.327 0.071 0.438
C -0.259 0.150 -0.224
C 0.206 -0.303 -0.346
C -0.156 0.491 0.237
C 0.171 -0.431 0.270
C 0.331 0.225 -0.190
C -0.099 0.017 0.372
P 1.343 1.483 -0.326
N -0.736 -0.872 -0.778
C 0.826 0.416 0.897
O -0.669 0.436 0.353
F -0.228 -0.415 -0.650
C -0.139 0.433 0.407
O 0.679 -0.797 0.577
F -0.110 0.076 -0.816
C 0.003 0.072 0.160
C 0.202 -0.093 -0.376
C -0.047 0.600 0.199
C -0.258 -0.069 0.354
C 0.017 0.047 -0.078
C -0.136 -0.557 0.063
H 0.102 -0.147 -0.003
H 0.119 0.105 0.124
H -0.005 -0.257 0.117
H -0.119 -0.108 0.295
H -0.326 0.137 -0.114
H -0.168 0.009 0.106
H 0.156 0.118 0.269
H 0.088 0.131 0.252
H 0.009 -0.022 -0.287
H -0.217 -0.148 -0.030
H 0.016 -0.176 0.185
H 0.015 0.227 0.190
H 0.072 0.119 -0.144
H -0.086 0.126 0.013
H 0.071 -0.351 -0.149
H -0.064 -0.124 -0.157
H 0.017 0.153 0.151
H -0.116 0.119 -0.133
H -0.331 -0.008 0.163
H -0.219 -0.071 0.024
H -0.038 -0.134 -0.184
H 0.219 -0.080 0.023
H -0.265 -0.133 0.235
H -0.353 -0.242 -0.061
H -0.230 -0.252 -0.038
H -0.051 -0.003 0.103
H 0.049 -0.178 -0.081
H 0.136 0.080 -0.152
H 0.066 0.027 -0.063
H 0.056 0.133 -0.044

Charges computed using Mulliken, reported in e: -1.25 0.01 -1.22 -1.00 -0.62 -0.90 -1.18 0.70 -0.88 -0.76 0.08 0.35 -0.25 0.61 -0.48 -0.22 0.57 -0.46 -0.22 0.47 -0.32 -0.63 -0.44 -0.54 -0.18 0.37 0.34 0.35 0.52 0.17 0.42 0.48 0.57 0.41 0.51 0.37 0.41 0.38 0.42 -0.64 0.44 0.28 0.34 0.35 0.30 0.39 -0.36 0.08 0.07 0.05 0.28 0.39 0.38 0.37 0.30

[2]
ORCA calculation (ωB97M-V/def2-TZVPD) on a structure of composition C4H8O2.

Results
* E_HOMO: -0.3558 hartree
* maximum force: 0.1453 hartree/bohr
* relative energy (zero: lowest compared OMol25 entry of this formula, charge and spin): 112.5 kcal/mol
* calculated total energy: -8368.40409 eV
* gap between HOMO and LUMO: 10.13 eV
* 2S+1: 1
* total charge: 0

Atoms and positions in Å:
C1 -0.198 1.452 0.186
C2 0.801 0.775 -0.701
O1 1.021 -0.598 -0.915
C3 0.138 -1.527 -0.406
C4 -0.548 -0.950 0.799
O2 -1.793 -1.308 1.006
H1 -0.873 0.894 1.247
H2 -1.180 1.493 -0.331
H3 -0.038 2.422 0.661
H4 0.646 1.301 -1.660
H5 1.788 1.047 -0.287
H6 0.653 -2.434 -0.051
H7 -0.645 -1.666 -1.161
H8 0.226 -0.902 1.611

Atomic forces in eV per Å
C -5.790 -1.866 3.268
C 2.677 1.522 0.231
O 0.906 -0.102 -0.297
C -1.931 1.631 -0.664
C -4.447 -5.549 2.287
O 5.292 2.369 -0.625
H 2.850 1.316 -2.835
H 0.580 0.526 -0.148
H 0.883 -0.149 -0.654
H 0.345 -0.489 0.090
H -0.237 0.533 -0.516
H -0.158 0.230 -0.393
H 0.062 -0.930 0.153
H -1.033 0.958 0.104

Charges computed using Mulliken, reported in e: -1.00 -0.24 -0.37 -0.21 -0.11 -0.56 0.30 0.35 0.38 0.28 0.25 0.27 0.28 0.39

[3]
ORCA calculation (ωB97M-V/def2-TZVPD) on a structure of composition C15H25Cl2N3PdSSe2.

Results
* E_HOMO (alpha / beta): -0.2441 / -0.2601 hartree
* maximum force: 0.0144 hartree/bohr
* relative energy (zero: lowest compared OMol25 entry of this formula, charge and spin): 11.5 kcal/mol
* ⟨S²⟩: 2.05
* calculated total energy: -190481.73841 eV
* gap between HOMO and LUMO (alpha / beta): 6.94 / 6.69 eV
* 2S+1: 3
* total charge: 0

Atoms and positions in Å:
Pd1 -0.268 -0.541 0.255
C1 3.547 1.690 -0.992
Se1 1.914 0.622 -1.114
C2 0.722 2.112 -1.485
C3 0.437 2.992 -0.279
Se2 -0.510 2.070 1.162
C4 0.989 1.879 2.381
H1 3.672 2.274 -1.904
H2 4.378 0.995 -0.891
H3 3.521 2.344 -0.122
H4 -0.185 1.644 -1.854
H5 1.162 2.700 -2.290
H6 -0.200 3.825 -0.574
H7 1.347 3.404 0.153
H8 1.301 2.854 2.747
H9 1.795 1.362 1.870
H10 0.640 1.264 3.205
C5 4.326 -3.798 -1.261
C6 3.270 -2.705 -1.175
N1 2.639 -2.642 0.146
C7 1.330 -2.655 0.477
S1 0.869 -1.977 1.994
N2 0.443 -3.315 -0.294
C8 0.635 -4.423 -1.234
C9 0.178 -4.071 -2.645
H11 4.804 -3.788 -2.243
H12 3.892 -4.787 -1.095
H13 5.101 -3.644 -0.506
H14 2.506 -2.830 -1.928
H15 3.728 -1.739 -1.380
H16 3.192 -2.219 0.872
H17 -0.500 -3.173 0.011
H18 0.046 -5.263 -0.862
H19 1.669 -4.741 -1.205
H20 -0.858 -3.723 -2.633
H21 0.245 -4.949 -3.295
H22 0.776 -3.266 -3.077
Cl1 -2.931 -0.578 -3.879
C10 -3.704 -0.470 -2.332
C11 -5.064 -0.262 -2.287
C12 -5.714 -0.175 -1.058
C13 -4.990 -0.308 0.122
C14 -3.628 -0.497 0.072
Cl2 -2.776 -0.729 1.569
C15 -2.876 -0.568 -1.157
N3 -1.555 -0.725 -1.273
H23 -5.617 -0.178 -3.213
H24 -6.784 -0.010 -1.022
H25 -5.486 -0.265 1.084

Atomic forces in eV per Å
Pd -0.576 0.137 -0.032
C -0.026 0.008 -0.004
Se 0.234 0.113 -0.281
C 0.069 0.014 0.102
C -0.100 -0.052 -0.006
Se 0.057 -0.127 -0.101
C -0.045 0.081 -0.002
H 0.023 -0.024 0.055
H 0.014 0.035 0.006
H 0.025 -0.008 -0.025
H -0.139 -0.036 -0.050
H 0.043 0.031 -0.064
H -0.006 0.058 -0.023
H 0.039 0.041 -0.003
H 0.022 0.009 0.014
H 0.057 -0.043 -0.021
H 0.001 -0.023 0.066
C -0.012 -0.046 0.019
C 0.005 -0.126 0.223
N -0.049 -0.007 -0.112
C 0.357 -0.645 0.062
S 0.020 0.038 -0.417
N 0.355 -0.128 0.046
C -0.125 0.300 -0.058
C 0.008 0.034 -0.005
H -0.043 0.006 0.080
H 0.034 0.063 -0.016
H -0.043 -0.014 -0.051
H -0.196 -0.029 -0.118
H 0.037 0.126 0.015
H 0.061 0.087 0.059
H -0.377 0.046 0.095
H -0.024 -0.019 0.054
H 0.201 -0.001 0.001
H 0.071 -0.034 -0.005
H -0.008 0.087 0.068
H -0.038 -0.059 0.038
Cl 0.005 0.002 -0.020
C 0.180 0.020 0.222
C -0.028 -0.016 0.067
C 0.025 0.011 -0.026
C -0.066 -0.003 -0.063
C 0.341 -0.025 -0.278
Cl -0.305 -0.065 0.113
C -0.084 0.027 -0.028
N -0.085 0.176 0.427
H 0.014 0.010 0.021
H 0.046 -0.022 -0.002
H 0.031 -0.009 -0.038

Charges computed using Mulliken, reported in e: 0.37 -1.16 0.16 -0.62 -0.80 0.02 -0.80 0.33 0.35 0.33 0.22 0.51 0.44 0.31 0.33 0.16 0.33 -1.30 -0.02 -0.08 0.09 -0.37 0.09 -0.57 -0.92 0.37 0.31 0.33 0.03 0.17 0.30 0.19 0.41 0.13 0.26 0.37 0.26 -0.21 0.59 -0.63 -0.24 -0.84 0.78 -0.17 -0.30 -0.66 0.40 0.36 0.40